No. 1
C22H22BF3O as an isolated structure in a non-equilibrium geometry, computed with wB97M-V/def2-TZVPD.

```
49
Properties=species:S:1:pos:R:3:nbo_charge:R:1
C 0.08 5.58 -2.01 -0.657
C -1.03 4.65 -1.84 0.263
C -2.40 4.76 -1.82 -0.286
C -2.92 3.50 -1.47 -0.398
C -1.85 2.65 -1.39 0.652
B -0.49 1.46 1.41 1.251
F -1.44 2.34 1.92 -0.488
F -1.77 1.38 -1.04 -0.293
F 0.38 2.05 0.55 -0.483
O -0.72 3.34 -1.49 -0.420
H -0.25 6.57 -2.36 0.233
H 0.56 5.75 -1.04 0.229
H 0.83 5.21 -2.74 0.229
H -3.03 5.60 -2.06 0.225
H -3.93 3.14 -1.38 0.231
C -5.53 -3.37 0.54 -0.630
C -4.32 -2.47 0.55 -0.022
C -4.25 -1.45 1.51 -0.206
C -3.10 -0.68 1.65 -0.199
C -2.08 -0.73 0.68 -0.012
C -0.79 0.03 0.87 -0.579
C 0.47 -0.65 0.47 -0.140
C 1.65 -0.40 1.10 -0.194
C 2.95 -0.94 0.74 -0.087
C 4.15 -0.29 1.14 -0.184
C 5.40 -0.84 0.84 -0.212
C 5.49 -2.05 0.11 -0.020
C 6.81 -2.68 -0.26 -0.630
C 4.31 -2.60 -0.39 -0.231
C 3.07 -2.08 -0.09 -0.130
C -2.24 -1.66 -0.36 -0.159
C -3.33 -2.52 -0.45 -0.227
H -5.33 -4.27 -0.05 0.215
H -5.75 -3.69 1.56 0.217
H -6.42 -2.86 0.15 0.221
H -5.08 -1.30 2.21 0.210
H -3.00 -0.03 2.50 0.210
H -0.67 0.07 2.03 0.220
H 0.37 -1.50 -0.18 0.213
H 1.67 0.31 1.94 0.180
H 4.10 0.64 1.70 0.208
H 6.32 -0.37 1.19 0.212
H 6.61 -3.57 -0.86 0.213
H 7.49 -2.04 -0.85 0.221
H 7.34 -2.98 0.65 0.219
H 4.39 -3.49 -1.03 0.207
H 2.17 -2.57 -0.44 0.196
H -1.48 -1.73 -1.15 0.201
H -3.41 -3.23 -1.26 0.213
```

Summary:
**Net charge**: 0
**HOMO energy**: -7.7 eV
**Energy relative to the best compared isomer or geometry (same formula, charge and spin)**: 0.000 eV
**Energy**: -1251.20723 hartree

---

No. 2
C42H39FN4O3P2RuS3 as an isolated structure in a non-equilibrium geometry, computed with wB97M-V/def2-TZVPD.

```
95
Properties=species:S:1:pos:R:3:mulliken_spin:R:1
Ru 0.62 0.95 1.39 0.802
N -0.17 2.24 4.05 0.000
P 1.27 1.54 3.48 0.014
C 1.64 0.20 4.64 0.017
C 1.95 -1.09 4.21 0.000
C 2.21 -2.09 5.14 -0.004
C 2.15 -1.81 6.49 0.000
C 1.84 -0.52 6.93 0.000
C 1.58 0.47 6.00 0.000
C 2.60 2.72 3.73 -0.013
C 3.90 2.23 3.83 0.003
C 4.97 3.11 3.93 -0.003
C 4.75 4.48 3.93 0.001
C 3.46 4.97 3.81 0.000
C 2.39 4.10 3.70 0.001
P -1.23 1.82 2.65 -0.021
C -2.48 3.10 2.94 0.007
C -3.10 3.79 1.90 0.001
C -4.01 4.80 2.17 0.000
C -4.33 5.12 3.49 0.000
C -3.72 4.44 4.53 0.000
C -2.79 3.45 4.26 -0.002
C -1.63 0.16 3.29 0.020
C -2.02 -0.11 4.59 -0.005
C -2.03 -1.41 5.07 0.001
C -1.59 -2.45 4.26 -0.001
C -1.17 -2.20 2.97 0.003
C -1.20 -0.90 2.48 -0.022
H -0.12 3.22 4.29 -0.002
H 2.00 -1.31 3.15 -0.010
H 2.45 -3.09 4.80 0.000
H 2.35 -2.59 7.22 0.000
H 1.79 -0.30 7.99 0.000
H 1.33 1.47 6.34 0.000
H 4.08 1.16 3.84 0.002
H 5.98 2.72 4.01 0.000
H 5.58 5.16 4.01 0.000
H 3.28 6.04 3.80 0.000
H 1.39 4.50 3.58 0.000
H -2.87 3.52 0.88 0.003
H -4.48 5.33 1.36 0.000
H -5.05 5.90 3.69 0.000
H -3.96 4.68 5.56 0.000
H -2.31 2.94 5.08 0.000
H -2.31 0.71 5.25 0.000
H -2.35 -1.61 6.08 0.000
H -1.59 -3.47 4.65 0.000
H -0.82 -3.01 2.34 0.001
H -0.93 -0.73 1.44 -0.012
S 4.23 1.35 -1.23 0.003
C 3.01 1.25 -0.16 -0.009
S 1.99 2.50 0.45 0.010
S 2.43 -0.22 0.64 0.196
F 2.55 0.00 -4.63 0.000
C 1.36 -0.47 -4.20 0.008
C 0.84 -0.02 -3.02 0.016
C -0.42 -0.45 -2.61 -0.013
C -0.92 0.06 -1.31 -0.009
O -0.13 0.77 -0.66 -0.003
C -2.23 -0.37 -0.95 -0.010
C -2.87 -1.24 -1.77 -0.003
N -2.42 -1.74 -2.95 0.001
C -3.34 -2.63 -3.64 0.000
C -2.97 -3.88 -4.35 0.000
C -3.56 -2.71 -5.11 0.000
C -1.17 -1.34 -3.40 0.001
C -0.58 -1.83 -4.57 0.000
C 0.67 -1.40 -4.99 0.000
N 1.20 -1.93 -6.20 0.000
C 0.60 -1.50 -7.45 0.000
C 0.54 -2.72 -8.38 0.000
N 1.60 -3.69 -7.93 0.000
C 2.88 -2.97 -7.60 0.000
C 2.64 -2.12 -6.34 0.000
C -2.98 0.11 0.29 0.015
O -3.99 -0.51 0.60 0.004
O -2.57 1.23 0.71 0.010
H 1.40 0.68 -2.41 -0.001
H -3.86 -1.56 -1.45 0.000
H -4.25 -2.70 -3.05 0.000
H -3.59 -4.75 -4.18 0.000
H -1.92 -4.11 -4.48 0.000
H -4.58 -2.78 -5.45 0.000
H -2.92 -2.13 -5.77 0.000
H -1.06 -2.57 -5.18 0.000
H 1.18 -0.69 -7.92 0.000
H -0.40 -1.12 -7.28 0.000
H 0.74 -2.48 -9.42 0.000
H -0.42 -3.24 -8.31 0.000
H 1.75 -4.41 -8.63 0.000
H 1.26 -4.13 -7.07 0.000
H 3.11 -2.37 -8.47 0.000
H 3.66 -3.71 -7.46 0.000
H 3.19 -1.19 -6.46 0.000
H 3.01 -2.63 -5.45 0.000
```

Summary:
**Multiplicity**: 2
**Net charge**: +1
**HOMO energy (alpha / beta)**: -9.4 / -9.2 eV
**Energy relative to the best compared isomer or geometry (same formula, charge and spin)**: 1.654 eV
**Energy**: -4140.43938 hartree

---

No. 3
C25H37N9PbS2Se as an isolated structure in a non-equilibrium geometry, computed with wB97M-V/def2-TZVPD.

```
75
Properties=species:S:1:pos:R:3:lowdin_charge:R:1
Pb -0.05 1.81 0.82 1.143
C 5.29 3.37 -0.44 -0.062
C 5.18 2.10 -1.28 -0.186
N 3.79 1.62 -1.33 0.034
C 3.16 0.77 -0.55 -0.700
S 1.44 0.46 -1.00 0.399
N 3.63 0.10 0.48 0.038
C 4.93 0.12 1.17 -0.193
C 5.82 -1.05 0.78 -0.052
H 6.33 3.63 -0.29 0.098
H 4.83 3.23 0.54 0.072
H 4.80 4.20 -0.94 0.078
H 5.83 1.31 -0.91 0.106
H 5.47 2.31 -2.31 0.136
H 3.22 2.05 -2.04 0.114
H 3.02 -0.64 0.81 0.035
H 4.70 0.05 2.24 0.133
H 5.42 1.07 1.00 0.095
H 5.36 -2.00 1.03 0.082
H 6.75 -0.98 1.33 0.098
H 6.04 -1.04 -0.29 0.082
C -4.50 -1.95 -0.30 -0.133
C -3.03 -2.03 -0.63 -0.160
N -2.39 -0.74 -0.38 0.093
C -3.02 0.43 -0.14 -0.361
N -2.28 1.48 0.22 -0.157
C -3.00 2.74 0.45 -0.269
C -4.35 2.48 1.10 -0.135
C -5.15 1.61 0.16 -0.119
N -4.35 0.48 -0.29 -0.019
C -5.05 -0.66 -0.89 -0.109
H -4.65 -1.93 0.78 0.131
H -5.04 -2.80 -0.71 0.132
H -2.88 -2.30 -1.68 0.129
H -2.54 -2.78 0.00 0.113
H -1.38 -0.72 -0.41 0.075
H -3.13 3.26 -0.51 0.124
H -2.39 3.39 1.09 0.067
H -4.86 3.42 1.30 0.134
H -4.20 1.96 2.05 0.134
H -5.50 2.18 -0.71 0.144
H -6.04 1.23 0.66 0.141
H -4.91 -0.65 -1.98 0.144
H -6.11 -0.55 -0.70 0.138
Se 0.12 3.91 -2.34 1.285
N -0.08 3.86 -0.53 -0.346
C -0.21 5.12 -0.10 -0.342
C -0.40 5.56 1.24 0.090
C -0.52 6.92 1.50 0.043
C -0.45 7.87 0.48 0.073
C -0.29 7.48 -0.85 0.160
C -0.16 6.11 -1.16 -0.334
N 0.02 5.62 -2.37 -0.176
H -0.42 4.84 2.05 0.123
H -0.67 7.26 2.52 0.148
H -0.51 8.92 0.74 0.152
H -0.27 8.20 -1.67 0.164
N 1.15 -4.31 -1.37 0.155
C 0.85 -3.88 -0.15 -0.810
S 1.23 -2.31 0.35 0.657
N 0.20 -4.69 0.75 0.103
C -0.15 -6.02 0.61 -0.170
C -0.78 -6.48 -0.58 0.008
C -1.15 -7.80 -0.66 0.012
C -0.88 -8.68 0.40 0.067
C -0.32 -8.21 1.60 0.014
C 0.04 -6.89 1.71 0.052
H 1.73 -3.75 -1.97 0.129
H 1.00 -5.27 -1.65 0.115
H 0.19 -4.34 1.70 0.144
H -1.04 -5.79 -1.37 0.129
H -1.67 -8.15 -1.54 0.140
H -1.11 -9.74 0.30 0.146
H -0.14 -8.89 2.42 0.141
H 0.50 -6.52 2.61 0.141
```

Summary:
**Net charge**: +4
**HOMO energy (alpha / beta)**: -18.0 / -17.9 eV
**Energy relative to the best compared isomer or geometry (same formula, charge and spin)**: 0.000 eV
**Energy**: -4856.89843 hartree

---

No. 4
C7H12BrI3O3SSi2 as an isolated structure in a non-equilibrium geometry, computed with wB97M-V/def2-TZVPD.

```
29
Properties=species:S:1:pos:R:3:nbo_charge:R:1
C -0.60 -2.48 2.76 -0.698
C 0.30 -3.58 2.36 -0.090
I 0.13 -5.33 3.55 0.128
C 1.12 -3.53 1.36 -0.707
I 2.35 -5.12 0.72 0.181
Si 1.28 -1.99 0.32 1.528
S -0.36 -1.84 -1.04 -0.452
O 1.27 -0.61 1.30 -1.269
Si 2.54 0.41 1.22 1.285
Br 2.93 0.95 -0.92 -0.306
I 4.52 -0.44 2.35 -0.170
H -0.09 -1.54 2.88 0.248
H -1.03 -2.73 3.71 0.235
H -1.42 -2.43 2.07 0.244
H 2.55 -2.07 -0.41 -0.179
H -0.98 -0.73 -0.65 0.198
H 2.15 1.65 1.89 -0.180
O -3.54 1.20 -1.47 -0.555
C -2.50 1.76 -1.67 0.792
O -1.32 1.10 -1.78 -0.510
C -0.24 2.05 -1.91 -0.068
C -0.88 3.33 -2.42 -0.430
C -2.28 3.26 -1.80 -0.529
H 0.22 2.18 -0.92 0.179
H 0.51 1.65 -2.59 0.206
H -0.32 4.22 -2.17 0.224
H -0.97 3.28 -3.51 0.212
H -2.30 3.70 -0.80 0.237
H -3.04 3.71 -2.42 0.245
```

Summary:
**Net charge**: 0
**HOMO energy**: -9.0 eV
**Energy**: -4944.11579 hartree

---

The highest energy belongs to which entry?
C22H22BF3O

---

Copy entry 1 word for word.
C22H22BF3O as an isolated structure in a non-equilibrium geometry, computed with wB97M-V/def2-TZVPD.

```
49
Properties=species:S:1:pos:R:3:nbo_charge:R:1
C 0.08 5.58 -2.01 -0.657
C -1.03 4.65 -1.84 0.263
C -2.40 4.76 -1.82 -0.286
C -2.92 3.50 -1.47 -0.398
C -1.85 2.65 -1.39 0.652
B -0.49 1.46 1.41 1.251
F -1.44 2.34 1.92 -0.488
F -1.77 1.38 -1.04 -0.293
F 0.38 2.05 0.55 -0.483
O -0.72 3.34 -1.49 -0.420
H -0.25 6.57 -2.36 0.233
H 0.56 5.75 -1.04 0.229
H 0.83 5.21 -2.74 0.229
H -3.03 5.60 -2.06 0.225
H -3.93 3.14 -1.38 0.231
C -5.53 -3.37 0.54 -0.630
C -4.32 -2.47 0.55 -0.022
C -4.25 -1.45 1.51 -0.206
C -3.10 -0.68 1.65 -0.199
C -2.08 -0.73 0.68 -0.012
C -0.79 0.03 0.87 -0.579
C 0.47 -0.65 0.47 -0.140
C 1.65 -0.40 1.10 -0.194
C 2.95 -0.94 0.74 -0.087
C 4.15 -0.29 1.14 -0.184
C 5.40 -0.84 0.84 -0.212
C 5.49 -2.05 0.11 -0.020
C 6.81 -2.68 -0.26 -0.630
C 4.31 -2.60 -0.39 -0.231
C 3.07 -2.08 -0.09 -0.130
C -2.24 -1.66 -0.36 -0.159
C -3.33 -2.52 -0.45 -0.227
H -5.33 -4.27 -0.05 0.215
H -5.75 -3.69 1.56 0.217
H -6.42 -2.86 0.15 0.221
H -5.08 -1.30 2.21 0.210
H -3.00 -0.03 2.50 0.210
H -0.67 0.07 2.03 0.220
H 0.37 -1.50 -0.18 0.213
H 1.67 0.31 1.94 0.180
H 4.10 0.64 1.70 0.208
H 6.32 -0.37 1.19 0.212
H 6.61 -3.57 -0.86 0.213
H 7.49 -2.04 -0.85 0.221
H 7.34 -2.98 0.65 0.219
H 4.39 -3.49 -1.03 0.207
H 2.17 -2.57 -0.44 0.196
H -1.48 -1.73 -1.15 0.201
H -3.41 -3.23 -1.26 0.213
```

Summary:
**Net charge**: 0
**HOMO energy**: -7.7 eV
**Energy relative to the best compared isomer or geometry (same formula, charge and spin)**: 0.000 eV
**Energy**: -1251.20723 hartree

---

Which of these has the highest energy?
C22H22BF3O